1.
Here is C35H43FN7O8Ti as an isolated structure from the Open Molecules 2025 dataset. Energies are from the ωB97M-V functional and the def2-TZVPD basis.

The multiplicity is 3. Its HOMO energy (spin up / spin down) is -8.12 / -10.86 eV. For the LUMO energy (spin up / spin down), the calculation gives -0.1134 / -0.1093 hartree. As for the total energy: -89636.276 eV. Its net charge is +1.

Each line ends with the Löwdin spin population.
Atoms and positions in Å:
Ti (-0.62, 0.48, -0.30)  0.06
C (-2.48, -6.23, 0.51)  -0.01
C (-1.96, -4.82, 0.53)  0.00
C (-0.77, -4.52, 1.18)  0.14
C (-0.25, -3.21, 1.28)  0.03
C (0.96, -2.84, 1.90)  0.34
N (1.91, -3.71, 2.37)  0.17
C (2.49, -4.78, 1.57)  0.02
C (3.16, -4.33, 0.27)  0.02
C (2.21, -4.12, -0.93)  0.02
N (1.93, -2.75, -1.30)  0.22
C (2.50, -2.18, -2.38)  0.29
C (2.15, -0.97, -3.02)  0.04
C (2.93, -0.54, -4.13)  0.13
C (2.65, 0.60, -4.87)  0.01
C (3.53, 1.00, -6.02)  -0.01
C (1.54, 1.36, -4.51)  0.15
C (0.76, 1.00, -3.41)  0.00
C (-0.35, 1.85, -3.06)  0.00
N (-1.02, 1.81, -1.96)  -0.03
C (-2.10, 2.79, -1.78)  0.00
C (-3.32, 2.15, -1.11)  0.00
C (-3.52, 0.70, -1.51)  0.00
N (-2.57, -0.19, -0.81)  -0.02
C (-2.96, -1.41, -0.61)  0.00
C (-2.21, -2.46, 0.02)  0.01
C (-2.67, -3.79, -0.07)  0.15
C (-1.05, -2.18, 0.73)  0.07
O (-0.68, -0.90, 0.89)  0.01
C (1.05, -0.14, -2.66)  0.08
O (0.28, -0.46, -1.62)  0.01
H (-1.67, -6.95, 0.58)  0.00
H (-3.04, -6.43, -0.40)  0.00
H (-3.15, -6.40, 1.36)  0.00
H (-0.23, -5.32, 1.67)  0.01
H (1.12, -1.79, 2.11)  0.02
H (2.58, -3.27, 2.98)  0.00
H (1.75, -5.55, 1.35)  0.00
H (3.23, -5.26, 2.21)  0.00
H (3.89, -5.10, 0.00)  0.00
H (3.73, -3.41, 0.44)  0.00
H (1.26, -4.63, -0.74)  0.01
H (2.64, -4.60, -1.81)  0.00
H (1.18, -2.26, -0.83)  0.01
H (3.31, -2.75, -2.82)  0.02
H (3.78, -1.15, -4.41)  0.00
H (4.02, 0.14, -6.46)  0.00
H (4.31, 1.70, -5.69)  0.00
H (2.95, 1.50, -6.80)  0.00
H (1.28, 2.25, -5.08)  0.01
H (-0.62, 2.62, -3.79)  0.00
H (-2.38, 3.21, -2.75)  0.00
H (-1.72, 3.60, -1.15)  0.00
H (-4.20, 2.72, -1.38)  0.00
H (-3.23, 2.19, -0.02)  0.00
H (-3.37, 0.57, -2.59)  0.00
H (-4.53, 0.38, -1.27)  0.00
H (-3.95, -1.68, -0.98)  0.00
H (-3.59, -4.00, -0.60)  0.01
C (4.07, 0.19, 0.14)  0.00
C (2.75, 0.87, -0.09)  0.00
C (2.75, 2.12, -0.90)  0.00
O (1.73, 0.38, 0.37)  0.00
H (4.86, 0.91, 0.35)  0.00
H (4.33, -0.33, -0.79)  0.00
H (3.99, -0.54, 0.94)  0.00
H (3.41, 2.86, -0.44)  0.00
H (1.74, 2.54, -0.98)  0.00
H (3.14, 1.91, -1.90)  0.00
F (1.88, 0.27, 6.15)  0.00
C (0.90, -0.42, 5.55)  0.00
C (-0.25, 0.17, 5.21)  0.00
N (-1.25, -0.52, 4.56)  0.00
C (-2.42, 0.18, 4.06)  0.00
C (-2.14, 1.03, 2.83)  0.00
O (-0.96, 1.62, 2.90)  0.00
O (-2.97, 1.21, 1.97)  0.00
C (-1.14, -1.87, 4.28)  0.00
O (-2.00, -2.50, 3.70)  0.00
N (0.03, -2.45, 4.72)  0.01
C (1.16, -1.82, 5.24)  0.00
O (2.20, -2.40, 5.39)  0.00
H (-0.43, 1.21, 5.41)  0.00
H (-2.84, 0.83, 4.83)  0.00
H (-3.17, -0.56, 3.79)  0.00
H (0.15, -3.42, 4.46)  0.00
C (0.79, 3.11, 2.34)  0.00
C (-0.58, 2.66, 1.88)  0.00
N (-1.49, 3.74, 1.82)  0.00
O (-0.52, 2.03, 0.67)  0.00
H (0.73, 3.58, 3.32)  0.00
H (1.18, 3.82, 1.62)  0.00
H (1.44, 2.24, 2.40)  0.00
H (-1.45, 4.33, 2.64)  0.00
H (-2.44, 3.43, 1.66)  0.00

2.
Here is a 12-piece molecular cluster, C35H44Cl33NS overall in a non-equilibrium geometry from the Open Molecules 2025 dataset. Energies are from the ωB97M-V functional and the def2-TZVPD basis.

Its HOMO energy is -8.24 eV. For the LUMO energy, the calculation gives 0.0026 hartree. As for the total energy: -462562.231 eV.

Each line ends with the Löwdin charge.
Atoms and positions in Å:
C (1.55, -3.83, 0.03)  -0.12
C (0.06, -3.18, -0.07)  -0.22
C (0.13, -1.92, -1.07)  -0.22
C (0.43, -0.56, -0.28)  -0.20
C (2.02, -0.33, 0.05)  -0.21
C (2.43, 1.23, 0.01)  -0.20
C (2.69, 1.88, 1.46)  -0.20
C (1.41, 1.83, 2.46)  -0.22
C (0.70, 3.28, 2.63)  -0.19
C (-0.04, 3.58, 1.20)  -0.19
C (-0.74, 5.01, 1.14)  -0.24
C (-2.31, 5.04, 0.81)  -0.18
C (-2.87, 3.88, -0.12)  -0.15
C (-2.13, 3.29, -1.37)  -0.02
C (-2.74, 2.09, -2.21)  -0.06
C (-4.11, 1.55, -1.73)  -0.39
C (-4.90, 2.14, -0.50)  -0.21
C (-4.28, 3.31, 0.29)  0.03
N (-6.23, 1.57, -0.08)  -0.02
C (-6.06, 0.09, 0.18)  -0.20
C (-6.45, -0.46, 1.57)  0.00
C (-6.21, -1.98, 1.83)  -0.05
C (-5.62, -2.91, 0.71)  -0.19
C (-5.22, -2.35, -0.72)  -0.24
C (-5.45, -0.84, -0.93)  -0.37
S (-4.99, 0.09, -2.50)  0.81
H (1.55, -4.96, -0.18)  0.07
H (2.20, -3.35, -0.77)  0.06
H (2.02, -3.71, 1.07)  0.04
H (-0.27, -2.81, 0.97)  0.10
H (-0.67, -3.97, -0.50)  0.06
H (-0.90, -1.79, -1.58)  0.09
H (0.87, -2.12, -1.93)  0.10
H (-0.15, -0.59, 0.72)  0.10
H (0.09, 0.34, -0.90)  0.10
H (2.57, -0.84, -0.83)  0.10
H (2.34, -0.89, 1.00)  0.03
H (1.67, 1.81, -0.62)  0.09
H (3.43, 1.28, -0.57)  0.11
H (2.93, 2.99, 1.31)  0.11
H (3.59, 1.40, 1.96)  0.07
H (0.68, 1.06, 2.04)  0.09
H (1.74, 1.48, 3.50)  0.08
H (1.45, 4.10, 2.87)  0.09
H (-0.13, 3.17, 3.42)  0.06
H (-0.72, 2.67, 1.03)  0.11
H (0.79, 3.56, 0.40)  0.10
H (-0.61, 5.49, 2.19)  0.06
H (-0.21, 5.70, 0.40)  0.04
H (-2.86, 4.94, 1.83)  0.09
H (-2.60, 6.07, 0.40)  0.12
H (-1.09, 3.70, -1.67)  0.10
H (-2.21, 1.63, -3.11)  0.10
H (-4.85, 3.73, 1.19)  0.10
H (-6.84, 1.68, -0.92)  0.11
H (-6.89, 0.27, 2.32)  0.10
H (-6.47, -2.39, 2.87)  0.09
H (-5.47, -4.00, 0.99)  0.07
H (-4.76, -2.98, -1.55)  0.01
Cl (-2.37, -4.90, -2.61)  0.55
C (-2.88, -4.01, -4.05)  -1.51
Cl (-3.30, -2.34, -3.63)  0.53
Cl (-1.62, -4.04, -5.29)  0.52
H (-3.77, -4.49, -4.46)  0.02
Cl (-7.55, -5.67, -3.49)  0.51
C (-7.90, -5.38, -1.77)  -1.48
Cl (-6.79, -4.18, -1.10)  0.70
Cl (-9.58, -4.87, -1.56)  0.52
H (-7.76, -6.32, -1.24)  0.02
Cl (1.79, -2.16, -5.34)  0.52
C (1.47, -2.18, -7.08)  -1.51
Cl (1.81, -0.61, -7.80)  0.54
Cl (2.42, -3.45, -7.87)  0.55
H (0.41, -2.41, -7.23)  0.00
Cl (3.77, -3.71, 3.65)  0.53
C (3.72, -1.94, 3.68)  -1.49
Cl (4.66, -1.27, 2.33)  0.55
Cl (2.05, -1.37, 3.62)  0.58
H (4.17, -1.60, 4.61)  0.02
Cl (6.86, -3.87, -6.41)  0.52
C (5.41, -3.31, -5.56)  -1.53
Cl (5.17, -4.23, -4.06)  0.49
Cl (5.51, -1.58, -5.22)  0.46
H (4.55, -3.48, -6.20)  -0.05
Cl (7.77, -3.08, -3.50)  0.49
C (8.30, -2.46, -1.93)  -1.51
Cl (9.03, -0.86, -2.11)  0.52
Cl (6.94, -2.40, -0.80)  0.51
H (9.05, -3.13, -1.53)  0.02
Cl (5.56, -0.36, -7.82)  0.48
C (5.05, 0.52, -9.26)  -1.55
Cl (4.63, 2.19, -8.85)  0.52
Cl (6.32, 0.49, -10.50)  0.52
H (4.17, 0.04, -9.67)  -0.01
Cl (1.20, 6.84, 4.22)  0.52
C (2.20, 7.51, 2.92)  -1.51
Cl (3.77, 6.69, 2.87)  0.53
Cl (1.37, 7.37, 1.37)  0.58
H (2.37, 8.56, 3.13)  0.02
Cl (-3.10, 2.50, 3.74)  0.55
C (-2.57, 3.11, 5.32)  -1.52
Cl (-1.84, 4.71, 5.16)  0.53
Cl (-3.94, 3.17, 6.45)  0.55
H (-1.83, 2.43, 5.72)  0.02
Cl (-4.76, 2.92, 10.19)  0.51
C (-4.46, 4.62, 9.80)  -1.56
Cl (-5.99, 5.51, 9.64)  0.52
Cl (-3.43, 5.37, 11.03)  0.52
H (-3.94, 4.67, 8.85)  -0.03
Cl (7.47, -5.55, 5.62)  0.52
C (7.19, -5.57, 3.87)  -1.56
Cl (7.54, -3.99, 3.17)  0.50
Cl (8.18, -6.83, 3.11)  0.52
H (6.15, -5.81, 3.70)  -0.01